# 1
ORCA calculation (the ωB97M-V functional and the def2-TZVPD basis) on C27H21MnN9O2S as an isolated structure in a non-equilibrium geometry.

Cartesian coordinates (Å):
1 Mn -0.3761 -0.4026 -0.4789
2 O 3.5646 0.3551 -1.7556
3 C 2.4285 -0.0228 -1.4559
4 N 1.7704 -0.1564 -0.2844
5 C 2.2861 -0.0743 1.0304
6 C 3.6022 0.2227 1.3384
7 C 4.0901 0.2535 2.6140
8 C 3.1670 -0.0427 3.6386
9 C 1.8251 -0.3449 3.3892
10 C 1.3651 -0.3349 2.0369
11 N 0.0463 -0.5174 1.6119
12 C -0.9742 -0.2255 2.4389
13 O -0.8998 0.1394 3.5996
14 C -2.3520 -0.0866 1.7302
15 C -3.5102 -0.0897 2.5045
16 C -4.7763 -0.0636 1.8931
17 C -4.8104 -0.0726 0.5146
18 C -3.5916 -0.0975 -0.1504
19 N -2.3823 -0.0648 0.4319
20 C 1.6189 -0.5024 -2.6627
21 C 2.0021 -0.3483 -4.0034
22 C 1.1789 -0.7486 -5.0745
23 C 0.0052 -1.4719 -4.7757
24 C -0.2959 -1.6484 -3.3830
25 N 0.4800 -1.1710 -2.4444
26 H 4.3046 0.4135 0.5391
27 H 5.1358 0.4008 2.8555
28 H 3.5435 -0.0043 4.6771
29 H 1.1226 -0.4935 4.2157
30 H -3.3797 -0.0474 3.6063
31 H -5.6672 -0.0588 2.4302
32 H -5.7553 -0.1158 -0.0747
33 H -3.5729 -0.2136 -1.2395
34 H 2.9622 0.0693 -4.2586
35 H 1.4607 -0.5592 -6.0945
36 H -0.7560 -1.8116 -5.4690
37 H -1.1152 -2.1765 -3.0325
38 N 0.4769 -3.9690 1.4904
39 C -0.8195 -4.0057 1.9292
40 N -1.0013 -4.5652 3.1579
41 N -1.9252 -3.5951 1.3636
42 C -1.7864 -3.1050 0.1506
43 N -1.8055 -2.6471 -0.8917
44 H 1.0772 -3.8600 2.2636
45 H 0.7483 -3.2919 0.7961
46 H -0.2889 -5.1728 3.5179
47 H -1.9122 -4.8711 3.3734
48 S -0.7943 3.4910 -3.5849
49 C -1.1266 1.9248 -2.9386
50 N -0.6486 1.6449 -1.7588
51 C 0.0298 2.8129 -1.2352
52 C 0.6011 2.9421 0.0305
53 C 1.1652 4.2021 0.3587
54 C 1.1756 5.2700 -0.5586
55 C 0.5717 5.1139 -1.7685
56 C -0.0113 3.8993 -2.1049
57 H -1.6647 1.1294 -3.5154
58 H 0.6099 2.2058 0.8194
59 H 1.4983 4.2856 1.3319
60 H 1.6181 6.2378 -0.2903
61 H 0.4673 6.0365 -2.3946

2S+1: 6
lowest unoccupied orbital energy (alpha / beta): 0.0118 / 0.0106 hartree
orbital gap (alpha / beta): 7.1 / 7.1 eV
E: -88004.1657 eV
E_HOMO (alpha / beta): -6.73 / -6.83 eV

natural (NBO) population analysis, charges in e, atoms 1 to 4:
1 Mn 1.412
2 O -0.653
3 C 0.620
4 N -0.779

---

# 2
ORCA calculation (the ωB97M-V functional and the def2-TZVPD basis) on C27H22ClMnN7O6 as an isolated structure in a non-equilibrium geometry.

Cartesian coordinates (Å):
1 Mn -2.0259 -0.4369 -0.5777
2 O -4.7254 -4.8232 -3.1981
3 C -4.7150 -5.0390 -1.8901
4 O -5.3045 -5.9493 -1.3824
5 C -3.9219 -4.0895 -1.0397
6 C -3.6737 -4.2612 0.3223
7 Cl -4.0307 -5.5745 1.3121
8 N -2.9763 -3.1967 0.7758
9 N -2.7701 -2.3328 -0.2340
10 C -3.3190 -2.8650 -1.3252
11 C -3.0644 -2.0879 -2.5763
12 O -3.4355 -2.4391 -3.6686
13 O -2.3657 -0.9966 -2.3399
14 C -2.4460 -2.9306 2.0859
15 C -1.1298 -2.5094 2.1829
16 C -0.6165 -2.1896 3.4286
17 C -1.4146 -2.3061 4.5585
18 C -2.7244 -2.7496 4.4447
19 C -3.2548 -3.0610 3.2016
20 H -4.2579 -4.0014 -3.4675
21 H -0.5064 -2.4625 1.2994
22 H 0.4097 -1.8574 3.5169
23 H -1.0129 -2.0547 5.5307
24 H -3.3459 -2.8445 5.3244
25 H -4.2817 -3.3836 3.1076
26 C 4.6949 4.1097 -4.1088
27 O 3.5731 4.1800 -3.2379
28 C 3.7332 3.7523 -1.9683
29 C 4.9265 3.2684 -1.4432
30 C 4.9687 2.8659 -0.1148
31 C 3.8295 2.8818 0.6751
32 C 2.6417 3.3994 0.1486
33 C 2.5979 3.8405 -1.1525
34 N 4.0165 2.4455 2.0313
35 N 3.0787 2.0545 2.7426
36 C 1.8425 1.5445 2.2452
37 C 0.7520 1.7721 3.0499
38 C -0.5538 1.3589 2.7046
39 C -0.7435 0.6870 1.5307
40 O -1.9433 0.2382 1.0941
41 C 0.3764 0.3784 0.7139
42 N 0.0928 -0.3471 -0.4082
43 C 1.0795 -0.7593 -1.1749
44 C 2.4206 -0.5102 -0.8525
45 C 2.7172 0.2258 0.2632
46 C 1.6799 0.7476 1.0696
47 H 4.3618 4.5167 -5.0581
48 H 5.0168 3.0750 -4.2464
49 H 5.5256 4.7079 -3.7301
50 H 5.8213 3.2149 -2.0447
51 H 5.8942 2.5112 0.3215
52 H 1.7604 3.4807 0.7697
53 H 1.6966 4.2668 -1.5719
54 H 0.9178 2.3267 3.9645
55 H -1.3936 1.5632 3.3547
56 H 0.8118 -1.3282 -2.0575
57 H 3.2028 -0.9123 -1.4796
58 H 3.7509 0.3824 0.5386
59 N -1.3676 1.7193 -2.3838
60 N -2.3429 1.4889 -1.3519
61 H -1.5902 2.5779 -2.8765
62 H -1.4524 0.9487 -3.0395
63 H -3.2950 1.6030 -1.6985
64 H -2.1900 2.1653 -0.6104

2S+1: 5
lowest unoccupied orbital energy (alpha / beta): -0.1618 / -0.1454 hartree
orbital gap (alpha / beta): 6.0 / 6.5 eV
E: -94908.8348 eV
charge: +1
E_HOMO (alpha / beta): -10.39 / -10.42 eV

natural (NBO) population analysis, charges in e, atoms 1 to 4:
1 Mn 1.645
2 O -0.655
3 C 0.779
4 O -0.538